Record 1
{
  "formula": "H20Na3O18S2",
  "method": "ωB97M-V with the def2-TZVPD basis set",
  "symbols": ["Na", "Na", "Na", "S", "O", "O", "O", "O", "S", "O", "O", "O", "O", "O", "H", "H", "O", "H", "H", "O", "H", "H", "O", "H", "H", "O", "H", "H", "O", "H", "H", "O", "H", "H", "O", "H", "H", "O", "H", "H", "O", "H", "H"],
  "coordinates": [[8.094, -10.767, 9.997], [10.663, -8.597, 9.146], [11.000, -12.416, 10.512], [10.274, -10.090, 12.281], [10.205, -10.176, 10.812], [8.947, -10.055, 12.851], [10.992, -11.282, 12.729], [10.927, -8.882, 12.704], [9.758, -11.208, 7.408], [9.611, -12.059, 8.600], [8.538, -10.533, 7.153], [10.865, -10.288, 7.593], [10.160, -11.978, 6.251], [10.594, -11.465, 3.706], [9.832, -10.917, 3.520], [10.608, -11.542, 4.660], [7.319, -13.691, 7.453], [7.560, -14.569, 7.158], [8.146, -13.292, 7.722], [10.782, -14.340, 8.126], [11.363, -14.263, 7.370], [10.418, -13.463, 8.241], [7.806, -7.962, 7.321], [7.973, -7.882, 8.261], [8.059, -8.860, 7.108], [8.126, -10.574, 4.385], [7.169, -10.567, 4.420], [8.400, -10.400, 5.285], [11.870, -13.710, 5.413], [12.631, -13.321, 5.843], [11.132, -13.171, 5.697], [12.843, -11.226, 9.301], [13.614, -11.032, 8.769], [12.103, -10.941, 8.764], [6.124, -10.543, 8.146], [5.533, -10.759, 7.425], [6.994, -10.527, 7.746], [12.443, -9.253, 5.864], [13.272, -9.515, 6.265], [11.772, -9.625, 6.436], [8.802, -13.602, 4.464], [8.178, -14.065, 5.022], [8.868, -12.729, 4.851]],
  "lumo_energy_ev": 1.25,
  "relative_energy_ev": 0.000,
  "e_homo_ev": -5.588,
  "orbital_gap_ev": 6.84,
  "charge": -1
}

---

Record 2
{
  "formula": "H20O10",
  "method": "ωB97M-V with the def2-TZVPD basis set",
  "symbols": ["O", "H", "H", "O", "H", "H", "O", "H", "H", "O", "H", "H", "O", "H", "H", "O", "H", "H", "O", "H", "H", "O", "H", "H", "O", "H", "H", "O", "H", "H"],
  "coordinates": [[-3.576, 1.757, -1.356], [-3.598, 2.714, -1.354], [-2.832, 1.535, -1.916], [2.451, 1.441, -2.331], [1.687, 1.078, -1.884], [2.465, 2.363, -2.073], [-2.089, 0.651, 0.877], [-2.561, -0.059, 1.313], [-2.772, 1.164, 0.445], [2.404, -3.494, -1.234], [2.990, -3.824, -0.554], [2.207, -2.596, -0.966], [-3.632, -1.482, -1.120], [-3.814, -1.205, -0.222], [-2.950, -0.883, -1.423], [-0.660, 2.924, 2.555], [-0.660, 2.140, 2.006], [-1.491, 2.886, 3.029], [2.255, 1.252, 0.733], [1.463, 0.883, 0.341], [2.963, 0.968, 0.154], [3.358, -1.271, 0.448], [3.814, -2.068, 0.718], [2.673, -1.152, 1.106], [0.105, 0.364, -0.619], [0.313, -0.539, -0.379], [-0.773, 0.510, -0.268], [0.250, -1.978, 0.973], [0.147, -1.312, 1.653], [-0.139, -2.767, 1.349]],
  "lumo_energy_ev": [2.77, 2.72],
  "relative_energy_ev": 0.480,
  "s2": 0.751,
  "multiplicity": 2,
  "e_homo_ev": [-0.160, -7.847],
  "orbital_gap_ev": [2.93, 10.57],
  "charge": -1
}